[1]
A single C5H5N3O molecule at a distorted geometry. Source: OMol25; level of theory: ωB97M-V/def2-TZVPD.

Geometry as XYZ:
```
14
Properties=species:S:1:pos:R:3:mulliken_charge:R:1
N -2.968 -0.338 1.170 -0.418
C -1.835 -0.257 1.078 -0.128
C -0.347 -0.256 0.793 1.295
C 0.353 -0.796 1.971 -0.204
N 1.026 -1.267 2.758 -0.405
N 0.117 -0.947 -0.363 -0.332
C 0.265 0.039 -1.402 -0.455
C 0.797 1.193 -0.553 -0.413
O -0.104 1.141 0.590 -0.406
H -0.265 -1.813 -0.702 0.257
H -0.570 0.492 -1.891 0.294
H 1.021 -0.333 -2.277 0.319
H 1.789 0.913 -0.399 0.266
H 0.721 2.229 -0.774 0.328
```

The molar mass comes out at 123.115 g/mol. The HOMO energy comes out at -10.7 eV. The relative energy (zero: lowest compared OMol25 entry of this formula, charge and spin) comes out at 60.8 kcal per mole. The total charge is 0. As for the SMILES: N#CC1(C#N)NCCO1. The calculation puts the lowest unoccupied orbital energy at 0.55 eV.

[2]
2 unconnected molecules or ions with the total composition C22H32O3 at a distorted geometry. Source: OMol25; level of theory: ωB97M-V/def2-TZVPD.

Geometry as XYZ:
```
57
Properties=species:S:1:pos:R:3:mulliken_charge:R:1
C 3.683 -2.241 0.437 -0.038
C 4.421 -1.318 0.770 -0.320
C 5.255 -0.061 1.252 -0.687
C 4.289 1.216 1.006 -0.247
C 4.769 1.962 -0.316 -0.778
C 3.617 2.594 -1.195 -0.064
O 4.002 2.250 -2.585 -0.407
C 2.867 1.860 -3.325 0.570
O 2.782 1.266 -4.359 -0.498
O 1.774 2.317 -2.541 -0.462
C 2.172 1.952 -1.201 0.126
C 1.293 2.401 0.042 -0.697
C -0.067 3.151 -0.320 -0.681
C -1.269 2.247 0.248 -0.658
C -2.596 3.132 0.367 -0.568
C -3.744 2.537 -0.591 -0.715
C -5.055 2.126 0.253 -0.627
C -5.553 0.633 -0.082 -0.453
C -6.571 0.662 -1.308 -1.034
H 2.730 -2.799 0.224 0.251
H 6.234 0.019 0.704 0.361
H 5.417 -0.208 2.370 0.321
H 3.246 0.796 0.967 0.132
H 4.374 1.900 1.910 0.334
H 5.420 2.835 0.032 0.172
H 5.476 1.305 -0.919 0.463
H 3.485 3.714 -1.239 0.356
H 2.255 0.813 -1.282 0.336
H 1.979 2.993 0.732 0.368
H 1.033 1.453 0.620 0.395
H -0.239 3.315 -1.422 0.337
H -0.022 4.169 0.190 0.337
H -1.030 1.854 1.293 0.292
H -1.361 1.356 -0.444 0.299
H -2.916 3.196 1.448 0.387
H -2.332 4.169 -0.013 0.342
H -3.382 1.686 -1.238 0.395
H -4.067 3.374 -1.299 0.281
H -5.892 2.854 -0.013 0.245
H -4.856 2.263 1.367 0.395
H -4.684 -0.071 -0.236 0.304
H -6.122 0.234 0.825 0.264
H -7.096 -0.344 -1.417 0.317
H -7.389 1.436 -1.121 0.283
H -6.055 0.950 -2.280 0.269
C -1.235 -6.094 1.800 -0.362
C -1.084 -5.214 0.734 -0.382
C 0.137 -5.122 0.076 -0.361
C 1.209 -5.907 0.485 -0.405
C 1.061 -6.781 1.556 -0.365
C -0.161 -6.876 2.213 -0.349
H -2.189 -6.171 2.309 0.351
H -1.919 -4.600 0.417 0.365
H 0.253 -4.437 -0.758 0.404
H 2.160 -5.837 -0.030 0.403
H 1.898 -7.389 1.880 0.353
H -0.277 -7.559 3.047 0.350
```

The molar mass comes out at 344.495 g/mol. The HOMO energy comes out at -9.5 eV. The relative energy (zero: lowest compared OMol25 entry of this formula, charge and spin) comes out at 67.3 kcal per mole. The total charge is 0. As for the SMILES: C#CCCC[C@H]1OC(=O)O[C@@H]1CCCCCCCC.c1ccccc1. The calculation puts the lowest unoccupied orbital energy at 0.53 eV.

[3]
A molecular structure, C10H17N2O at a distorted geometry. Source: OMol25; level of theory: ωB97M-V/def2-TZVPD.

Geometry as XYZ:
```
30
Properties=species:S:1:pos:R:3:mulliken_charge:R:1
C -0.551 -2.245 2.428 -0.507
C -1.160 -0.917 2.475 -0.385
C -0.243 -2.771 1.247 -0.475
C -1.719 -0.443 1.368 -0.772
C -0.935 -2.423 0.011 -0.613
C 0.257 0.269 -1.718 -0.608
C 0.407 1.096 0.508 -0.714
C 1.387 1.166 -2.131 -0.707
C 1.687 1.999 0.175 -0.961
C -1.359 -0.983 0.046 0.880
N 0.368 -0.082 -0.312 -0.313
N 1.596 2.283 -1.257 -0.077
O -2.085 -0.503 -1.020 -0.588
H 0.021 -2.569 3.327 0.336
H -1.353 -0.397 3.336 0.569
H 0.393 -3.632 1.190 0.401
H -2.277 0.466 1.409 0.365
H -0.330 -2.528 -0.862 0.312
H -1.909 -2.920 -0.201 0.364
H -0.747 0.701 -1.935 0.368
H 0.292 -0.626 -2.240 0.413
H 0.371 0.852 1.551 0.420
H -0.458 1.628 0.197 0.526
H 2.392 0.764 -2.189 0.378
H 1.019 1.425 -3.122 0.411
H 1.627 2.869 0.804 0.452
H 2.730 1.510 0.362 0.360
H 2.426 2.931 -1.501 0.388
H 0.774 2.818 -1.283 0.388
H -2.621 0.262 -0.663 0.390
```

The molar mass comes out at 181.259 g/mol. The HOMO energy comes out at -11.3 eV. The relative energy (zero: lowest compared OMol25 entry of this formula, charge and spin) comes out at 93.8 kcal per mole. The total charge is +1. The calculation puts the lowest unoccupied orbital energy at -3.08 eV.

[4]
8 unconnected molecules or ions with the total composition C38H61F15N12O10S4 at a distorted geometry. Source: OMol25; level of theory: ωB97M-V/def2-TZVPD.

Geometry as XYZ:
```
140
Properties=species:S:1:pos:R:3:mulliken_charge:R:1
C 19.199 10.263 10.230 -1.303
C 17.848 10.957 10.171 0.421
N 16.724 10.172 10.531 0.646
C 16.036 9.400 9.648 -0.261
C 15.100 8.682 10.341 -0.703
N 15.139 9.078 11.713 0.220
C 16.158 10.034 11.782 -0.344
C 14.431 8.684 12.907 -0.845
H 20.020 10.979 10.198 0.300
H 19.134 9.567 9.394 0.438
H 19.298 9.707 11.163 0.325
H 17.759 11.373 9.167 0.326
H 17.870 11.788 10.876 -0.638
H 16.220 9.478 8.586 0.530
H 14.395 7.932 10.014 0.493
H 16.497 10.677 12.580 0.354
H 14.866 8.986 13.859 0.221
H 14.255 7.610 12.973 0.416
H 13.460 9.179 12.873 0.349
C 17.986 18.588 15.698 -0.792
C 18.722 19.634 16.530 -1.082
N 20.098 19.771 16.178 0.395
C 21.169 19.010 16.672 -0.416
C 22.282 19.694 16.284 -0.585
N 21.953 20.797 15.598 0.223
C 20.577 20.867 15.570 -0.197
C 22.852 21.828 15.055 -1.011
H 17.959 18.867 14.645 0.338
H 16.931 18.373 15.871 0.532
H 18.414 17.586 15.676 0.058
H 18.638 19.370 17.584 0.371
H 18.180 20.579 16.579 0.441
H 21.008 18.152 17.307 0.483
H 23.298 19.365 16.443 0.548
H 20.076 21.746 15.190 0.435
H 23.885 21.652 15.355 0.355
H 22.720 22.829 15.466 0.404
H 22.756 21.914 13.972 0.384
C 12.695 13.956 11.651 -1.171
C 13.736 13.009 12.426 0.217
N 13.220 12.423 13.605 1.267
C 12.017 11.690 13.623 -0.554
C 11.884 11.135 14.918 -0.980
N 13.012 11.528 15.616 0.461
C 13.817 12.398 14.862 -0.388
C 13.218 11.078 17.034 -1.091
H 13.133 14.511 10.822 0.172
H 12.262 14.600 12.417 0.293
H 11.853 13.500 11.132 0.430
H 14.667 13.549 12.600 -0.142
H 13.843 12.158 11.753 -0.048
H 11.366 11.659 12.762 0.553
H 11.063 10.605 15.379 0.590
H 14.669 12.993 15.157 0.229
H 14.141 11.541 17.384 0.309
H 13.406 10.005 17.060 0.328
H 12.346 11.484 17.548 0.410
C 20.727 12.970 12.144 -1.034
C 21.655 13.425 13.315 -0.534
N 22.117 12.180 14.032 0.422
C 22.626 11.019 13.521 -0.245
C 22.999 10.144 14.601 -0.509
N 22.603 10.776 15.771 0.211
C 22.065 12.031 15.420 -0.480
C 22.872 10.260 17.029 -0.805
H 20.195 13.792 11.665 0.156
H 19.953 12.351 12.599 0.258
H 21.352 12.484 11.395 0.599
H 21.000 13.975 13.990 0.032
H 22.424 14.172 13.116 0.454
H 22.729 10.984 12.447 0.466
H 23.476 9.177 14.661 0.462
H 21.572 12.709 16.102 0.464
H 22.015 10.254 17.702 0.360
H 23.726 10.735 17.512 0.334
H 23.010 9.190 16.876 0.300
C 17.897 16.497 11.582 -0.076
C 16.402 16.318 11.575 -0.107
N 16.051 15.494 10.465 0.541
C 16.243 14.085 10.328 -0.245
C 15.716 13.668 9.070 -0.638
N 15.077 14.819 8.514 0.147
C 15.297 15.839 9.370 -0.489
C 14.238 14.872 7.288 -0.855
H 18.415 15.540 11.531 -0.172
H 18.304 16.973 12.474 -0.319
H 18.272 17.108 10.761 0.553
H 15.920 17.291 11.482 0.505
H 16.078 15.999 12.565 -0.361
H 16.858 13.528 11.020 0.370
H 15.631 12.747 8.511 0.455
H 14.901 16.815 9.130 0.487
H 14.750 15.473 6.536 0.354
H 13.357 15.430 7.602 0.377
H 14.004 13.872 6.923 0.299
C 25.859 19.420 10.731 0.593
F 25.309 18.603 9.827 -0.211
F 27.204 19.209 10.708 -0.219
F 25.683 20.725 10.363 -0.222
S 25.082 19.180 12.504 1.001
O 25.917 18.183 13.160 -0.578
O 25.013 20.538 13.005 -0.598
N 23.504 18.593 12.148 -0.396
S 23.244 17.543 13.226 1.028
O 23.664 16.208 12.856 -0.758
O 23.565 17.974 14.584 -0.583
C 21.270 17.650 13.050 0.466
F 20.736 17.115 14.152 -0.015
F 20.942 18.925 12.932 -0.186
F 20.897 16.829 12.047 -0.196
C 9.768 16.269 16.013 0.480
F 9.068 15.592 15.098 -0.201
F 9.973 17.531 15.699 -0.219
F 9.092 16.355 17.096 -0.206
S 11.426 15.425 16.287 1.234
O 11.189 14.123 16.910 -0.691
O 11.998 15.351 14.900 -0.613
N 12.224 16.489 17.358 -0.733
S 13.743 16.350 17.001 1.283
O 14.232 14.985 16.960 -0.653
O 14.068 17.206 15.884 -0.680
C 14.584 17.040 18.669 0.432
F 14.442 16.098 19.607 -0.196
F 15.843 17.282 18.324 -0.161
F 14.054 18.218 19.066 -0.216
C 17.689 13.173 14.655 0.387
O 17.126 12.179 15.530 -0.214
O 17.213 12.961 13.311 -0.084
C 17.442 14.618 15.300 0.435
F 18.287 15.487 14.658 0.051
F 16.205 15.089 15.118 0.033
F 17.748 14.600 16.638 -0.310
C 17.689 10.839 15.615 0.240
C 17.215 10.153 16.929 -1.301
H 16.149 10.299 17.098 0.096
H 17.518 9.107 16.983 0.402
H 17.670 10.701 17.754 0.373
H 18.769 10.921 15.735 0.082
H 17.421 10.201 14.774 0.058
H 18.757 12.955 14.667 -0.687
```

The molar mass comes out at 1259.218 g/mol. The HOMO energy comes out at -11.8 eV. The total charge is +2. The calculation puts the lowest unoccupied orbital energy at -4.73 eV.

[5]
A molecular structure, C34H39IrN3O2S3SbSe4Si at a distorted geometry. Source: OMol25; level of theory: ωB97M-V/def2-TZVPD.

Geometry as XYZ:
```
88
Properties=species:S:1:pos:R:3:mulliken_charge:R:1
Ir 1.260 0.654 -0.065 3.075
Se 6.057 -1.135 -2.324 -0.766
Sb 4.995 1.096 -1.976 0.404
Se 2.899 2.274 0.946 -0.377
Se 4.965 1.444 0.700 -0.424
Se 6.686 2.788 -2.681 -0.548
C 0.896 1.591 -2.054 -1.405
Si -0.926 1.960 -2.156 -0.426
C -1.827 0.253 -2.066 -1.176
N -1.222 -0.494 -0.966 1.233
C -1.938 -0.419 0.290 0.188
C -3.103 -1.423 0.460 -0.889
C -3.309 -2.254 -0.804 -1.057
C -1.988 -2.889 -1.237 -0.819
C -0.839 -1.855 -1.264 0.357
C -1.531 2.952 -0.652 0.132
C -2.888 3.139 -0.407 0.370
C -3.328 3.862 0.686 -0.825
C -2.414 4.413 1.568 -0.506
C -1.058 4.229 1.348 -0.714
C -0.632 3.508 0.248 -0.516
C -1.682 2.862 -3.660 0.647
C -2.367 4.071 -3.543 -0.249
C -2.948 4.684 -4.636 -0.640
C -2.844 4.120 -5.897 -0.402
C -2.122 2.946 -6.047 -0.678
C -1.554 2.335 -4.945 -0.479
H 1.504 2.484 -2.227 0.637
H 1.187 0.861 -2.816 0.343
H -1.687 -0.299 -2.998 0.631
H -2.908 0.365 -1.933 0.292
H -2.287 0.606 0.426 0.213
H -1.203 -0.626 1.064 -0.559
H -4.026 -0.896 0.720 0.334
H -2.869 -2.103 1.284 0.366
H -3.686 -1.616 -1.607 0.216
H -4.053 -3.038 -0.616 0.583
H -2.103 -3.345 -2.222 0.281
H -1.722 -3.675 -0.529 0.449
H -0.346 -1.857 -2.237 0.745
H -0.094 -2.138 -0.521 -1.483
H -3.613 2.715 -1.091 0.381
H -4.389 4.006 0.850 0.380
H -2.759 4.992 2.415 0.368
H -0.336 4.655 2.032 0.436
H 0.429 3.382 0.076 0.636
H -2.454 4.534 -2.571 0.289
H -3.495 5.609 -4.510 0.375
H -3.309 4.595 -6.753 0.353
H -2.008 2.509 -7.032 0.365
H -0.994 1.419 -5.078 0.356
C 3.235 -3.829 -2.311 -1.110
N 2.790 -2.512 -1.931 0.271
C 3.258 -1.864 -0.841 -1.637
N 3.864 -2.597 0.123 -0.046
O 3.063 -0.646 -0.703 -0.233
H 2.727 -4.113 -3.228 0.358
H 2.975 -4.535 -1.523 0.282
H 4.318 -3.848 -2.478 0.274
H 2.494 -1.896 -2.675 0.331
H 4.390 -3.409 -0.147 0.224
H 4.273 -2.041 0.857 0.223
O 0.899 -0.991 1.454 -0.991
C 0.822 -1.223 2.792 2.847
C -0.461 -0.653 3.373 -0.945
C -0.881 0.639 3.283 -0.184
C -2.189 0.834 3.781 -0.712
C -2.742 -0.309 4.259 -0.469
S -1.671 -1.653 4.102 -0.154
C 0.878 -2.729 2.917 -0.818
C 0.923 -3.657 3.907 -0.249
C 1.039 -4.969 3.393 -0.860
C 1.081 -4.993 2.036 -0.914
S 0.993 -3.412 1.350 0.188
C 1.998 -0.670 3.569 -0.012
C 3.240 -0.403 3.097 0.240
C 4.132 0.057 4.093 -1.140
C 3.558 0.108 5.317 -0.581
S 1.901 -0.383 5.277 -0.137
H -0.283 1.419 2.839 0.565
H -2.697 1.784 3.766 0.429
H -3.712 -0.463 4.693 0.458
H 0.893 -3.416 4.955 0.559
H 1.090 -5.849 4.015 0.415
H 1.166 -5.854 1.403 0.432
H 3.480 -0.515 2.055 -0.296
H 5.152 0.334 3.885 0.438
H 3.991 0.403 6.252 0.457
```

The molar mass comes out at 1275.809 g/mol. The HOMO energy (alpha / beta) comes out at -0.6 / -1.8 eV. The relative energy (zero: lowest compared OMol25 entry of this formula, charge and spin) comes out at 50.6 kcal per mole. The total charge is -2. As for the spin multiplicity: 5. The calculation puts the lowest unoccupied orbital energy (alpha / beta) at 3.80 / 3.24 eV.

[6]
2 unconnected molecules or ions with the total composition C21H44FN4O2 at a distorted geometry. Source: OMol25; level of theory: ωB97M-V/def2-TZVPD.

Geometry as XYZ:
```
72
Properties=species:S:1:pos:R:3:mulliken_charge:R:1
C 6.195 -2.525 -1.491 -1.313
C 5.632 -1.556 -2.532 0.436
C 6.220 -0.147 -2.423 -0.919
C 5.484 0.804 -1.489 -0.781
C 3.997 1.002 -1.789 -0.494
C 3.143 0.983 -0.509 -0.629
C 3.132 -0.411 0.117 -0.147
C 1.758 -0.942 0.529 -1.634
C 0.843 -1.279 -0.644 0.179
O 1.524 -1.196 -1.879 -0.409
C 0.850 -1.904 -2.881 -0.733
C -0.652 -1.694 -2.809 -0.469
O -1.383 -2.719 -2.128 -0.421
C -1.728 -3.659 -2.953 0.619
N -2.011 -4.529 -3.710 -0.445
N -0.925 -0.420 -2.103 0.241
C -2.356 0.012 -2.362 0.342
C -3.176 0.339 -1.161 -1.221
F -2.233 1.111 -3.153 -0.377
C -0.484 -0.461 -0.660 -0.532
N -0.276 0.915 -0.223 -0.317
H 6.068 -3.537 -1.842 0.356
H 7.244 -2.328 -1.356 0.382
H 5.681 -2.448 -0.544 0.283
H 5.918 -1.948 -3.499 0.453
H 4.549 -1.564 -2.510 -0.443
H 6.318 0.283 -3.411 0.363
H 7.222 -0.260 -2.032 0.402
H 5.627 0.523 -0.454 0.391
H 5.956 1.772 -1.598 0.358
H 3.623 0.241 -2.458 0.045
H 3.829 1.943 -2.298 0.548
H 3.573 1.723 0.152 0.628
H 2.156 1.319 -0.791 0.005
H 3.694 -0.360 1.040 0.706
H 3.623 -1.139 -0.505 -0.245
H 1.959 -1.878 1.032 0.641
H 1.290 -0.300 1.258 0.404
H 0.534 -2.317 -0.523 0.385
H 1.178 -1.499 -3.828 0.437
H 1.106 -2.959 -2.875 0.334
H -1.035 -1.604 -3.816 0.718
H -0.326 0.274 -2.563 0.616
H -2.871 -0.723 -2.959 0.386
H -4.178 0.543 -1.503 0.475
H -3.225 -0.518 -0.504 0.386
H -2.828 1.189 -0.597 0.155
H -1.162 -1.010 -0.029 0.300
H -0.643 1.588 -0.885 0.415
H -0.840 1.069 0.605 0.106
C -3.977 3.479 1.972 -1.354
C -4.572 2.147 2.404 -0.554
N -3.568 1.180 2.813 0.668
C -4.086 -0.174 2.937 -0.553
C -5.150 -0.470 3.998 -1.265
C -2.670 1.617 3.873 -0.832
C -3.290 2.065 5.201 -1.210
H -3.217 3.337 1.201 0.197
H -4.760 4.116 1.561 0.442
H -3.525 4.017 2.805 0.324
H -5.115 1.725 1.553 0.476
H -5.321 2.330 3.188 0.344
H -3.242 -0.853 3.091 0.347
H -4.501 -0.450 1.959 0.229
H -4.729 -0.487 5.002 0.284
H -5.583 -1.455 3.817 0.432
H -5.964 0.253 3.975 0.274
H -2.068 2.443 3.485 0.436
H -1.950 0.817 4.065 0.419
H -4.128 2.746 5.054 0.267
H -2.542 2.595 5.792 0.387
H -3.634 1.224 5.799 0.275
```

The molar mass comes out at 403.607 g/mol. The HOMO energy comes out at -10.8 eV. The total charge is +1. The calculation puts the lowest unoccupied orbital energy at -2.74 eV.